C26H33ClCrN4O4Te as an isolated structure, computed with ωB97M-V/def2-TZVPD.

Properties
- Net charge: +1
- E_HOMO (alpha / beta): -0.291 / -0.291 Eh
- Spin multiplicity: 4
- <S²>: 3.78
- Molar mass: 680.6 g/mol
- E_LUMO (alpha / beta): -3.77 / -4.13 eV

```
70
Properties=species:S:1:pos:R:3:forces:R:3
Cr -0.971 0.153 0.084 2.626 0.327 0.407
Cl -0.906 7.449 0.492 0.045 0.039 0.001
C -0.594 5.753 0.384 -0.355 -0.085 0.058
C 0.716 5.293 0.137 -0.151 -0.284 -0.011
C 0.980 3.952 0.047 0.482 0.094 -0.083
C -0.035 2.978 0.182 -0.336 -0.050 -0.046
O 0.258 1.716 0.084 -1.117 -0.184 0.100
C -1.368 3.464 0.409 0.034 -0.414 0.079
C -2.464 2.591 0.509 0.577 0.465 -0.082
O -2.417 1.335 0.384 -1.129 0.440 0.195
C -1.608 4.857 0.521 -0.105 0.346 -0.061
H 1.508 6.016 0.005 0.052 -0.022 0.031
H 1.984 3.601 -0.156 0.002 -0.107 0.016
H -3.447 3.035 0.696 -0.030 -0.111 0.003
H -2.623 5.198 0.687 0.012 0.049 0.041
N -0.529 0.175 2.243 -0.235 0.070 -0.481
C 0.071 -0.880 3.101 0.354 -0.305 0.079
C 1.464 -1.290 2.613 -0.139 -0.033 -0.072
C 1.507 -2.540 1.734 0.039 0.135 -0.049
C 0.505 -2.556 0.591 0.021 -0.067 0.197
N 0.523 -1.300 -0.195 -0.589 -0.262 0.330
H 0.151 0.936 2.188 -0.018 -0.021 -0.040
H -1.331 0.565 2.735 -0.029 0.070 -0.082
H -0.595 -1.745 3.133 -0.065 0.069 -0.006
H 0.159 -0.492 4.117 -0.135 0.022 -0.038
H 2.091 -1.491 3.481 0.026 0.141 0.006
H 1.915 -0.444 2.081 0.089 -0.012 0.031
H 1.324 -3.427 2.345 0.011 -0.021 0.003
H 2.519 -2.632 1.333 -0.006 -0.014 -0.013
H -0.503 -2.711 0.981 0.002 -0.087 0.011
H 0.731 -3.407 -0.053 -0.059 0.052 -0.048
H 0.435 -1.530 -1.180 0.213 0.138 -0.050
H 1.451 -0.824 -0.125 0.160 0.260 -0.292
N -6.180 -4.641 0.850 0.047 0.083 0.033
C -5.721 -4.001 -0.248 -0.299 -0.281 0.077
O -6.209 -4.132 -1.349 0.107 0.093 -0.004
C -4.541 -3.084 -0.056 0.415 0.364 -0.145
C -3.842 -2.717 -1.202 -0.213 -0.179 0.128
C -2.769 -1.862 -1.105 0.193 0.060 -0.102
N -2.351 -1.330 0.058 -1.042 -0.737 -0.167
C -3.036 -1.678 1.155 0.232 0.141 0.232
C -4.113 -2.541 1.150 -0.153 -0.163 -0.114
H -6.947 -5.283 0.731 -0.007 0.005 -0.003
H -5.719 -4.606 1.740 0.011 -0.039 -0.004
H -4.167 -3.104 -2.157 0.047 0.006 -0.031
H -2.216 -1.581 -1.989 0.026 0.008 0.005
H -2.695 -1.249 2.087 -0.048 0.047 -0.005
H -4.614 -2.751 2.084 0.016 0.025 0.028
Te 2.899 0.896 -1.030 0.604 -0.025 0.196
C 4.893 0.349 -0.546 -0.218 -0.123 -0.362
C 5.274 -0.993 -0.553 0.092 0.038 -0.044
C 6.584 -1.360 -0.283 -0.033 -0.034 0.116
C 7.529 -0.394 0.030 0.064 -0.014 0.004
C 7.155 0.942 0.055 0.019 -0.016 0.019
C 5.851 1.311 -0.238 -0.018 0.001 0.024
H 4.544 -1.756 -0.796 -0.003 0.004 -0.042
H 6.862 -2.406 -0.315 0.034 -0.004 0.017
H 8.549 -0.681 0.251 0.014 0.006 -0.012
H 7.885 1.705 0.298 0.018 0.001 -0.003
H 5.576 2.359 -0.228 -0.016 0.001 -0.017
C -0.119 0.619 -4.152 -0.009 0.078 0.045
C -0.906 0.940 -2.927 0.126 0.233 -0.388
C -1.797 2.136 -2.915 -0.136 -0.094 0.184
O -0.802 0.201 -1.945 -0.291 -0.101 0.053
H -0.280 1.348 -4.941 -0.018 0.003 -0.010
H -0.398 -0.373 -4.513 0.023 -0.026 0.041
H 0.944 0.587 -3.892 0.020 -0.044 0.147
H -2.129 2.396 -3.916 0.041 0.006 -0.025
H -1.243 2.988 -2.508 0.088 -0.018 -0.027
H -2.655 1.948 -2.271 0.020 0.058 0.022
```
Forces are in eV/Å.